81
Properties=species:S:1:pos:R:3:forces:R:3 method="wB97M-V/def2-TZVPD" relative_energy_kcal_mol=19.4 e_lumo_ev="-11.65 / -10.31" charge=+3 gap_ev="4.302 / 5.959" multiplicity=4 largest_force_ha_per_bohr=0.0689
C 3.2652 -1.8558 -1.6317 0.227 -0.070 -0.058
C -0.6984 2.5027 -3.8935 0.442 -0.229 -0.031
H -1.4408 1.8833 -4.3983 0.398 -0.017 0.023
C -0.8614 3.5517 0.3070 0.775 0.065 -0.414
H 3.4227 2.2193 -3.0919 0.382 -0.139 -0.035
H 0.2166 3.5524 0.4839 -0.206 0.065 -0.219
H -2.6110 2.3400 -1.5290 -0.091 -0.319 0.162
C -2.6503 2.3105 2.0444 -0.147 -0.452 0.293
H 2.2144 -1.5201 3.2565 0.066 0.449 -0.177
H -0.8264 1.0542 4.1182 0.179 -0.246 0.032
H 2.0885 -0.0888 -1.0533 0.234 -0.215 -0.238
H -2.9559 0.3600 3.3439 -0.232 -0.376 -0.070
H 1.8230 -4.8553 2.1866 0.052 0.066 -0.148
H 0.5470 -3.6918 2.4351 0.109 -0.049 -0.124
H -3.9045 -0.9704 -0.0896 -0.059 -0.061 0.120
H -2.8801 3.3832 2.1032 0.210 -0.318 -0.285
H 0.5048 2.7937 2.5257 0.184 -0.195 0.002
C -0.2850 -2.9891 -1.1026 -0.602 0.014 0.076
C 2.4335 -0.4836 2.9429 0.088 -0.168 -0.352
H -0.6016 -4.6577 -2.4121 0.352 0.191 0.173
H 2.1489 2.3620 3.0438 -0.061 -0.138 0.030
P 0.8765 0.3861 2.4777 1.509 0.337 2.730
H -4.2566 -2.3783 0.9469 0.030 -0.018 -0.094
H 2.9150 0.0328 3.7943 -0.359 -0.075 -0.403
H 0.4403 5.7187 -3.9059 0.029 -0.336 0.079
H 0.8960 -3.7969 -2.7971 -0.205 -0.116 0.529
H 3.8219 -1.3404 -2.4128 -0.031 -0.241 0.038
H -1.1616 -2.6620 3.3510 -0.139 -0.100 -0.114
P -1.5761 1.8820 0.6111 -0.928 1.266 0.202
H -2.1391 2.0115 2.9713 -0.421 0.319 -0.276
H -0.8711 -2.2961 -1.7245 0.014 -0.104 0.013
P 0.8992 -1.9709 -0.1549 1.596 -2.891 -0.589
H 1.7301 2.3035 1.3119 0.049 0.113 0.154
C 1.0041 2.8334 -2.1195 1.247 0.141 -0.077
H 2.5376 -3.7208 0.0695 -0.185 0.038 0.088
H 1.3487 -1.0476 -2.3148 0.155 -0.144 0.327
H -2.8270 -3.1843 3.0253 0.144 0.004 -0.152
H 3.1420 -0.4873 2.0965 -0.240 -0.038 0.350
H 3.8831 -1.8493 -0.7326 0.034 -0.086 -0.079
H -3.0084 -2.4705 -0.3293 -0.132 -0.074 0.030
C 3.1763 1.1808 -3.2729 -0.088 -0.291 -0.919
O 1.7274 2.3946 -1.1769 -1.332 -0.022 -0.144
C 0.1681 1.9701 -2.9377 -1.194 -0.078 0.351
H 0.4760 -4.8260 1.0690 -0.081 -0.013 0.023
H 3.8470 0.4209 -2.8683 -0.458 0.409 0.119
H -1.1089 4.2295 -5.1834 0.538 -0.326 0.776
H 2.5855 -2.6262 1.4327 -0.015 -0.129 -0.219
C 1.1088 4.2269 -2.5218 -1.059 -0.123 -0.406
C -2.7508 1.5809 -0.7474 0.029 -0.373 -0.215
C 1.1340 -4.1909 1.6610 -0.204 -0.156 0.237
H -2.5665 0.5805 -1.1717 -0.153 0.389 -0.131
Cr -0.4138 -0.4291 0.7981 0.095 3.145 -1.625
H 1.7263 4.8712 -1.8926 -0.115 -0.077 -0.424
H -3.5915 1.7527 1.9137 0.418 0.294 0.335
P -2.2694 -1.3121 1.6676 -2.516 -0.794 1.944
C -1.8955 -2.8457 2.5588 0.426 -0.461 -0.237
C -3.3603 -0.5675 2.9368 0.022 0.615 0.369
C 1.9044 -3.2103 0.8038 0.454 0.731 -0.215
H -4.3376 -0.3612 2.4775 0.235 -0.026 0.266
H -3.7798 1.6138 -0.3608 0.317 0.051 -0.174
H 0.2716 0.8815 -2.7720 -0.584 0.821 0.177
H 1.7608 -0.0827 -4.3410 0.494 0.699 0.071
H -1.0166 3.8426 -0.7419 0.032 -0.196 0.269
C 1.3563 2.1315 2.3289 -0.068 0.015 -0.513
H -3.4822 -1.2400 3.7974 -0.043 -0.001 -0.472
C -3.4697 -1.8302 0.4234 0.099 0.015 -0.578
H -1.5245 -3.6251 1.8846 -0.066 0.118 0.255
C -0.0168 0.3167 4.0844 -0.269 -0.164 -0.090
H -0.4182 -0.6884 4.2818 0.094 0.329 -0.055
C 1.9560 -1.1275 -1.3969 -0.373 0.575 0.215
H -0.9769 -3.4024 -0.3547 0.060 0.006 -0.184
C -0.5201 3.8301 -4.3297 -0.438 0.038 0.506
C 0.3614 4.6720 -3.6019 0.641 0.513 0.240
H 3.0975 -2.8862 -1.9500 0.121 0.076 -0.004
H 1.7368 1.7752 -4.6649 0.107 -0.797 0.448
H 0.6888 0.5543 4.8919 -0.061 -0.005 -0.260
H -1.2991 4.3326 0.9407 -0.139 -0.491 -0.043
H -0.0885 1.0207 -0.0283 -0.360 -0.209 0.325
C 2.1446 0.9268 -4.0836 0.956 -0.030 -0.891
C 0.2596 -4.1378 -1.9594 0.089 -0.258 -0.356
H 0.7959 -4.8804 -1.3476 -0.077 0.328 -0.292